Density functional theory data (the ωB97M-V functional and the def2-TZVPD basis) for a cluster of 12 separate species, C44H59BN11 in total in a non-equilibrium geometry.

Structure (XYZ):
```
115
Properties=species:S:1:pos:R:3:mulliken_charge:R:1
C -4.546 -4.736 1.308 -0.418
C -0.286 5.262 -3.014 -0.554
N -3.919 -3.653 0.713 0.172
C -0.917 1.813 4.177 -0.291
C 4.196 0.220 -0.536 0.311
H 2.641 0.923 -7.043 0.538
C 1.501 0.783 -5.144 0.172
H -3.177 3.122 0.609 0.361
H -1.814 -0.292 -2.176 0.023
N 1.977 2.584 3.521 0.364
H -1.012 -1.136 -0.391 -0.869
H 0.314 0.909 -5.473 -0.117
H -4.132 -2.701 1.227 0.358
C 4.283 2.652 4.116 -0.736
H -0.793 0.075 1.248 -0.843
H 5.253 2.812 4.705 0.288
H 2.585 4.685 -4.956 0.354
C -2.396 3.909 0.771 -0.240
C -2.668 5.223 1.479 -0.664
H -4.058 -0.046 -6.065 0.324
H 1.364 0.340 -2.774 1.423
C -1.341 5.913 1.547 -0.784
H -2.219 -5.319 1.852 0.272
H -5.174 -4.675 2.162 0.393
H -0.997 6.884 1.911 0.461
H -0.290 0.927 -0.658 -0.664
H 4.902 -5.168 0.596 0.490
C -0.920 4.106 4.576 -0.213
H -1.162 0.917 3.628 0.495
C 5.919 0.512 -2.243 -1.114
C 1.864 0.429 -3.670 -1.510
H -0.837 3.462 2.460 0.210
C -3.796 -0.159 -4.986 -0.467
C -0.330 4.844 1.005 -0.090
N -1.106 3.664 0.685 0.293
N 1.117 3.477 -3.599 0.236
H -1.246 5.689 -2.589 0.326
H 4.769 0.093 -5.365 0.435
H -6.044 -1.824 3.306 0.489
H -0.871 0.770 6.241 0.245
B -0.262 -0.144 0.068 3.312
C 0.431 -4.692 3.883 -0.893
C -4.564 -0.357 0.623 -0.205
H -5.735 -1.329 -4.114 0.252
H 5.099 2.294 -0.964 0.449
C -3.190 -3.952 -0.417 -0.283
H 0.985 2.558 3.580 0.240
C -0.840 3.419 5.939 -0.707
H 4.787 1.301 2.357 0.525
C -0.651 -5.683 3.282 -0.324
H 4.029 -0.119 -3.046 0.435
C 2.913 -3.914 0.370 -0.403
C 5.594 -0.943 -2.035 -0.514
C -0.815 1.881 5.681 -0.400
C 5.077 1.244 -1.229 -0.264
H -2.494 -3.111 -0.847 0.049
H -0.540 3.227 -2.336 0.907
N -1.319 -5.051 2.307 0.153
N 3.207 0.107 -3.788 0.015
N -2.495 -0.436 -3.012 0.113
H -1.047 5.055 4.095 0.356
C -3.119 -5.391 -0.587 -0.518
C -0.845 -3.777 2.025 -0.390
N 3.244 -3.960 -1.987 0.014
C 0.782 5.735 -4.033 -0.811
C 4.212 -4.659 0.034 -0.730
C 2.863 2.980 4.499 -0.315
H 0.865 -2.553 2.951 0.659
C -3.700 -1.142 -2.731 -0.011
H 1.677 2.658 -3.562 0.084
H 5.737 -1.875 -2.475 0.430
H -3.640 5.333 1.874 0.415
H -1.470 0.729 -4.880 -0.033
H 0.826 6.688 -4.251 0.526
N -0.813 3.074 3.589 0.057
H 2.091 1.241 1.793 -0.269
H 2.929 -4.090 -2.941 0.273
H 4.323 -1.826 -0.649 0.094
H -2.482 -0.273 1.257 -0.548
H 6.533 0.772 -2.918 0.739
C -4.016 -5.930 0.460 -0.848
H -0.919 -6.929 3.376 0.200
H -2.710 -5.980 -1.354 0.502
H -6.750 -0.973 0.656 0.482
H -0.767 2.976 0.251 -0.376
H 1.059 -4.994 4.661 0.425
H -3.858 -1.707 -1.763 0.394
H -4.434 0.301 -0.279 0.458
C 2.381 -3.440 -1.038 -0.718
C 0.073 3.783 -2.871 -0.575
H 1.398 -2.805 -1.201 0.249
H -3.243 -1.271 3.531 0.517
C 2.550 0.681 -6.081 -1.151
H 0.866 4.857 0.868 0.270
C 4.101 1.947 2.798 -0.481
H 3.439 0.333 0.438 -0.154
C -4.642 -0.966 -3.914 -0.784
H 5.014 -5.088 -2.043 0.613
H 2.534 3.464 5.414 0.419
C 2.602 1.950 2.545 0.089
N -3.491 -0.661 1.515 0.520
C 4.311 -4.687 -1.490 -0.603
H 0.822 -0.537 0.094 -0.602
C 3.772 0.335 -5.151 -0.495
H 2.595 -3.766 1.286 0.750
C 0.295 -3.482 2.963 -0.824
N 4.553 -0.938 -1.035 0.106
C 1.712 4.533 -4.289 -0.463
H -1.137 -3.176 1.280 0.697
C -2.458 0.205 -4.344 -0.002
H -0.892 4.011 6.946 0.242
C -3.863 -1.193 2.690 -0.428
C -5.833 -0.929 1.156 -0.816
C -5.437 -1.324 2.637 -0.885
H -4.450 -6.911 0.723 0.342
```

Output
**Total charge**: -1
**HOMO**: -5.48 eV
**Kohn-Sham gap**: 7.91 eV
**LUMO**: 2.4 eV
**Largest force on an atom**: 11.78 eV/A